--- a ---
Density functional theory data (ωB97M-V with the def2-TZVPD basis set) for a cluster of 2 separate species, C5H16N3 in total.

Values from the calculation:
HOMO level = -12.505 eV
HOMO-LUMO gap = 0.17476 hartree
Lowest unoccupied orbital energy = -7.7 eV
Net charge = +1
Multiplicity = 1

Each line ends with the Löwdin charge.
CARTESIAN COORDINATES (ANGSTROEM)
N1 -1.219 -2.060 0.311  0.093
C1 -0.155 -1.978 1.256  -0.151
C2 1.101 -1.023 0.861  -0.180
N2 0.691 0.217 0.606  0.167
C3 1.022 1.192 1.563  -0.216
C4 0.841 2.630 1.063  -0.051
N3 -1.391 0.575 -1.947  -0.063
C5 -0.600 0.262 -3.138  -0.177
H1 -0.804 0.699 -1.138  -0.003
H2 -1.157 -2.919 -0.224  0.106
H3 -1.130 -1.325 -0.390  0.057
H4 -0.533 -1.518 2.174  0.122
H5 0.272 -2.912 1.605  0.133
H6 1.808 -1.160 1.676  0.131
H7 1.570 -1.518 0.002  0.172
H8 -0.146 3.051 1.263  0.088
H9 0.318 0.995 2.401  0.185
H10 2.068 1.054 1.861  0.149
H11 1.378 3.304 1.738  0.090
H12 1.243 2.702 0.067  0.081
H13 -1.964 1.401 -2.036  0.067
H14 0.285 0.856 -3.346  0.067
H15 -1.288 0.231 -3.973  0.075
H16 -0.312 -0.788 -3.092  0.058

--- b ---
Density functional theory data (ωB97M-V with the def2-TZVPD basis set) for a cluster of 2 separate species, C5H16N3 in total.

Values from the calculation:
HOMO level = -13.021 eV
HOMO-LUMO gap = 0.32635 hartree
Lowest unoccupied orbital energy = -4.1 eV
Net charge = +1
Multiplicity = 1

Each line ends with the Löwdin charge.
CARTESIAN COORDINATES (ANGSTROEM)
N1 -1.192 -1.673 -2.747  -0.001
C1 -0.286 -0.811 -1.918  -0.298
C2 -0.637 0.633 -2.163  -0.259
N2 0.405 1.531 -1.541  -0.041
H1 -1.927 -1.963 -2.094  0.073
H2 -0.691 -2.550 -2.940  0.076
H3 0.750 -0.986 -2.279  0.121
H4 -0.350 -1.121 -0.847  0.084
H5 -0.654 0.871 -3.285  0.141
H6 -1.641 0.858 -1.815  0.110
H7 1.225 1.406 -2.163  0.090
H8 0.062 2.494 -1.718  0.098
C3 -0.199 -0.848 3.291  -0.077
C4 -0.004 0.424 2.494  -0.209
C5 1.547 1.045 0.736  0.146
N3 0.700 0.220 1.228  0.020
H9 -0.872 -1.580 2.787  0.092
H10 0.720 -1.406 3.583  0.098
H11 -0.796 -0.510 4.155  0.096
H12 -1.010 0.708 2.222  0.129
H13 0.490 1.215 3.063  0.133
H14 2.059 0.848 -0.189  0.092
H15 1.843 1.879 1.375  0.131
H16 0.458 -0.685 0.766  0.155

--- c ---
Density functional theory data (ωB97M-V with the def2-TZVPD basis set) for a cluster of 2 separate species, C5H16N3 in total.

Values from the calculation:
HOMO level = -14.176 eV
HOMO-LUMO gap = 0.40174 hartree
Lowest unoccupied orbital energy = -3.2 eV
Net charge = +1
Multiplicity = 1

Each line ends with the Löwdin charge.
CARTESIAN COORDINATES (ANGSTROEM)
C1 -1.323 -2.490 -0.393  -0.161
C2 -1.489 -2.387 -1.948  -0.155
H1 -1.646 -1.540 0.030  0.037
H2 -2.013 -3.303 -0.140  0.063
H3 -0.376 -2.862 0.019  0.058
H4 -2.555 -2.564 -2.102  0.062
H5 -0.961 -3.155 -2.495  0.064
H6 -1.450 -1.358 -2.296  0.025
C3 2.168 1.156 0.961  -0.169
C4 1.574 0.478 2.257  -0.051
C5 0.157 1.570 -0.322  -0.422
N1 1.298 0.919 -0.198  0.100
N2 -0.264 2.458 0.565  0.236
N3 -0.753 1.095 -1.239  0.162
H7 2.268 2.229 1.147  0.117
H8 3.092 0.642 0.713  0.123
H9 1.794 1.153 3.084  0.080
H10 1.941 -0.529 2.429  0.078
H11 1.456 0.137 -0.816  0.170
H12 0.151 2.726 1.443  0.130
H13 -1.153 2.881 0.354  0.138
H14 -1.717 1.052 -0.933  0.118
H15 -0.698 1.325 -2.225  0.129
H16 0.498 0.366 2.104  0.066

--- d ---
Density functional theory data (ωB97M-V with the def2-TZVPD basis set) for the ion C5H16N3 with charge +1.

Values from the calculation:
SMILES string = CNC[C@@H]([NH3+])CCN
HOMO level = -12.534 eV
HOMO-LUMO gap = 0.33298 hartree
Lowest unoccupied orbital energy = -3.5 eV
Net charge = +1
Multiplicity = 1

Each line ends with the Löwdin charge.
CARTESIAN COORDINATES (ANGSTROEM)
C1 1.586 2.703 -0.949  -0.106
N1 0.789 1.651 -0.311  -0.111
C2 0.930 0.332 -0.899  -0.201
C3 -0.387 -0.444 -0.712  -0.247
N2 -0.507 -1.474 -1.871  0.218
C4 -0.494 -1.223 0.599  -0.158
C5 -1.175 -0.448 1.743  -0.279
N3 -1.139 -1.246 2.946  0.008
H1 2.514 2.349 -1.395  0.081
H2 0.980 3.223 -1.699  0.081
H3 1.741 3.504 -0.222  0.088
H4 1.005 1.592 0.673  0.102
H5 1.194 0.367 -1.951  0.120
H6 1.724 -0.259 -0.425  0.130
H7 -1.262 0.181 -0.852  0.153
H8 -0.772 -1.008 -2.739  0.170
H9 0.356 -1.994 -2.029  0.171
H10 -1.240 -2.141 -1.632  0.159
H11 -1.132 -2.109 0.448  0.117
H12 0.460 -1.610 0.936  0.118
H13 -0.687 0.519 1.838  0.101
H14 -2.209 -0.224 1.478  0.125
H15 -1.964 -1.141 3.515  0.077
H16 -0.312 -1.100 3.509  0.081

Which structure is most stable? c, by 64.8 kJ/mol over the runner-up.

--- a ---
Density functional theory data (ωB97M-V with the def2-TZVPD basis set) for a cluster of 2 separate species, C5H16N3 in total.

Values from the calculation:
HOMO level = -12.813 eV
HOMO-LUMO gap = 0.36705 hartree
Lowest unoccupied orbital energy = -2.8 eV
Net charge = +1
Multiplicity = 1

Each line ends with the Löwdin charge.
CARTESIAN COORDINATES (ANGSTROEM)
C1 0.555 -1.713 0.942  -0.043
C2 1.561 -1.041 0.040  -0.418
C3 2.453 -1.993 -0.736  -0.043
N1 0.818 -0.143 -0.915  0.160
H1 -0.033 -0.986 1.494  0.080
H2 -0.133 -2.347 0.377  0.096
H3 1.072 -2.375 1.632  0.096
H4 2.181 -0.359 0.618  0.146
H5 1.869 -2.594 -1.433  0.094
H6 2.925 -2.676 -0.030  0.097
H7 3.237 -1.443 -1.263  0.091
H8 0.493 0.774 -0.408  0.086
H9 1.426 0.121 -1.691  0.158
H10 0.039 -0.641 -1.346  0.148
C4 -2.247 1.302 -0.071  -0.213
C5 -1.426 2.024 0.662  -0.159
N2 0.001 2.109 0.409  0.002
N3 -3.641 1.277 0.217  0.026
H11 -1.884 0.768 -0.948  0.096
H12 -1.798 2.599 1.501  0.120
H13 0.460 2.110 1.314  0.104
H14 0.251 2.983 -0.044  0.110
H15 -4.030 0.351 0.085  0.078
H16 -4.150 1.894 -0.407  0.088

--- b ---
Density functional theory data (ωB97M-V with the def2-TZVPD basis set) for a cluster of 2 separate species, C5H16N3 in total.

Values from the calculation:
HOMO level = -13.678 eV
HOMO-LUMO gap = 0.36089 hartree
Lowest unoccupied orbital energy = -3.9 eV
Net charge = +1
Multiplicity = 1

Each line ends with the Löwdin charge.
CARTESIAN COORDINATES (ANGSTROEM)
C1 1.286 2.361 0.423  -0.062
C2 1.067 1.360 1.577  -0.187
C3 -1.127 0.543 2.022  0.116
N1 -0.109 0.510 1.270  -0.013
H1 1.729 1.809 -0.406  0.063
H2 0.330 2.799 0.144  0.085
H3 2.017 3.107 0.724  0.089
H4 1.923 0.687 1.563  0.125
H5 0.934 1.841 2.541  0.119
H6 -1.967 -0.053 1.680  0.101
H7 -1.194 1.141 2.923  0.117
H8 -0.190 -0.257 0.338  0.129
C4 -0.102 -2.516 -0.239  -0.066
N2 -0.828 -1.265 -0.545  -0.147
C5 -0.724 -0.829 -1.959  -0.270
N3 0.388 0.041 -2.279  0.042
H9 -0.348 -2.792 0.788  0.090
H10 -0.449 -3.326 -0.882  0.092
H11 0.968 -2.338 -0.336  0.090
H12 -1.807 -1.358 -0.299  0.121
H13 -1.654 -0.329 -2.218  0.124
H14 -0.643 -1.715 -2.598  0.124
H15 0.364 0.844 -1.658  0.039
H16 1.281 -0.426 -2.151  0.079

Which structure is most stable? a, by 73.3 kJ/mol over the runner-up.

--- a ---
Density functional theory data (ωB97M-V with the def2-TZVPD basis set) for a structure of composition BrF2NS.

Values from the calculation:
HOMO level = -10.949 eV
HOMO-LUMO gap = 0.32864 hartree
Lowest unoccupied orbital energy = -2.0 eV
Net charge = 0
Multiplicity = 1

Each line ends with the Löwdin charge.
CARTESIAN COORDINATES (ANGSTROEM)
N1 -0.759 0.183 -0.912  -0.884
F1 0.522 -1.249 0.799  -0.405
F2 1.773 1.180 0.565  -0.538
S1 0.662 -0.276 -0.650  1.103
Br1 -2.198 0.162 0.199  0.724

--- b ---
Density functional theory data (ωB97M-V with the def2-TZVPD basis set) for a cluster of 2 separate species, BrF2NS in total.

Values from the calculation:
HOMO level (spin up / spin down) = -9.522 / -9.516 eV
HOMO-LUMO gap (spin up / spin down) = 0.30791 / 0.30874 hartree
Lowest unoccupied orbital energy (spin up / spin down) = -1.1 / -1.1 eV
Net charge = 0
Multiplicity = 1

Each line ends with the Löwdin charge.
CARTESIAN COORDINATES (ANGSTROEM)
N1 -1.693 -1.256 0.362  -0.587
F1 2.453 -0.169 0.455  -0.450
F2 0.652 0.463 -1.160  -0.479
S1 1.234 0.876 0.310  0.897
Br1 -2.647 0.086 0.032  0.618

Which structure is most stable? a, by 144.8 kJ/mol over the runner-up.